Run 1
ORCA calculation (ωB97M-V/def2-TZVPD) on C16H15N5O3 in the gas phase.

Last column: natural (NBO) charge in e.
Positions of all 39 atoms, in Å:
C -1.178 -1.602 6.136  -0.628
H -1.763 -2.492 5.685  0.191
H -0.116 -1.804 5.978  0.227
H -1.361 -1.846 7.178  0.213
C -1.994 -0.381 5.610  -0.314
C -1.640 -0.010 4.124  -0.031
C -2.588 -0.318 3.209  -0.182
C -2.410 -0.496 1.879  -0.178
C -1.214 0.102 1.364  0.159
C -0.305 0.649 2.354  -0.197
C -0.248 0.438 3.677  -0.149
H 0.388 0.730 4.269  0.182
H 0.427 1.110 1.911  0.175
N -1.018 0.373 0.114  -0.492
C -0.106 0.138 -0.675  0.345
C 1.316 -0.213 -0.661  0.095
N 1.678 -0.184 -1.814  -0.151
N 0.977 0.377 -2.662  -0.030
C 1.315 0.402 -3.870  0.149
C 0.554 1.412 -4.756  -0.227
C 0.774 1.452 -6.157  -0.161
C 2.109 1.054 -6.683  -0.215
C 2.866 0.146 -5.800  -0.199
C 2.549 0.069 -4.516  -0.200
H 3.099 -0.976 -3.892  0.208
H 3.620 -0.342 -6.164  0.207
H 2.020 1.179 -7.693  0.209
H 0.288 2.049 -6.644  0.167
H -0.390 1.908 -4.411  0.229
N -0.120 0.823 -1.902  0.051
O -1.269 0.813 -2.495  -0.550
H -2.009 0.663 -1.817  0.512
N 1.963 -1.069 0.449  0.603
O 3.004 -1.247 0.215  -0.280
O 1.206 -1.393 1.309  -0.389
H -2.959 -0.781 1.319  0.148
H -3.535 -1.155 3.640  0.180
H -2.717 -0.052 5.981  0.171
H -1.212 0.473 6.209  0.151

## Properties
2S+1 = 1

***

Run 2
ORCA calculation (ωB97M-V/def2-TZVPD) on C16H15N5O3 in the gas phase.

Last column: natural (NBO) charge in e.
Positions of all 39 atoms, in Å:
C 5.053 2.291 1.396  -0.254
H 5.063 2.830 2.342  0.202
O 3.697 2.185 1.034  -0.508
C 3.382 1.551 -0.129  0.396
C 2.024 1.490 -0.429  -0.313
C 1.582 0.868 -1.588  0.169
C 2.500 0.296 -2.464  -0.275
C 3.845 0.361 -2.158  -0.166
C 4.300 0.980 -1.005  -0.349
H 5.358 1.011 -0.803  0.220
H 4.562 -0.079 -2.834  0.216
H 2.159 -0.186 -3.363  0.252
N 0.201 0.851 -1.821  -0.601
C -0.491 0.258 -2.819  0.652
O -0.031 -0.364 -3.750  -0.600
C -2.008 0.471 -2.672  -0.166
O -2.438 0.628 -1.338  -0.495
C -2.397 -0.454 -0.510  0.307
C -1.871 -1.697 -0.849  -0.300
C -1.878 -2.720 0.084  -0.167
C -2.395 -2.533 1.352  -0.248
C -2.918 -1.287 1.684  0.137
C -2.920 -0.251 0.765  -0.229
H -3.325 0.711 1.033  0.250
N -3.451 -1.044 2.954  -0.201
C -3.751 -1.889 3.975  0.158
N -4.234 -1.188 4.964  -0.288
N -4.229 0.078 4.558  -0.052
N -3.777 0.186 3.385  -0.057
H -3.625 -2.949 3.965  0.218
H -2.381 -3.339 2.067  0.217
H -1.466 -3.680 -0.185  0.224
H -1.448 -1.879 -1.824  0.234
H -2.272 1.408 -3.172  0.224
H -2.531 -0.349 -3.177  0.209
H -0.352 1.333 -1.122  0.412
H 1.326 1.938 0.263  0.215
H 5.625 2.856 0.653  0.177
H 5.510 1.306 1.536  0.177

## Properties
2S+1 = 1

***

Least stable of them? run 1.

***

Run 1
ORCA calculation (ωB97M-V/def2-TZVPD) on 2 unconnected molecules or ions with the total composition C2H3ClN2.

Last column: natural (NBO) charge in e.
Positions of all 8 atoms, in Å:
C 1.441 -1.639 -0.020  0.065
C -0.704 1.089 -0.268  0.116
N -0.686 1.482 0.912  -0.598
N 2.317 -1.180 -0.594  -0.315
Cl -1.304 -0.448 -0.877  -0.063
H 0.517 -2.038 0.399  0.241
H -0.150 1.665 -1.040  0.197
H -1.431 1.069 1.488  0.357

## Properties
2S+1 = 1

***

Run 2
ORCA calculation (ωB97M-V/def2-TZVPD) on C2H3ClN2 in the gas phase.

Last column: natural (NBO) charge in e.
Positions of all 8 atoms, in Å:
C -0.838 1.175 0.042  0.198
C 0.004 0.059 0.323  0.039
N -1.514 2.063 -0.121  -0.229
N 1.150 -0.240 -0.382  -0.766
Cl -1.420 -1.539 -0.054  -0.337
H -0.057 -0.094 1.524  0.284
H 1.837 -1.033 -0.053  0.420
H 0.839 -0.391 -1.280  0.390

## Properties
2S+1 = 1

***

Least stable of them? run 2.